1.
14
Properties=species:S:1:pos:R:3 method="wB97M-V/def2-TZVPD" total_energy_ha=-303.8335 e_lumo_ev=0.802 spin_multiplicity=1 max_force_ev_per_a=2.104 orbital_gap_ha=0.3800
N 2.50288 0.23434 -0.02818
C 1.21184 0.44089 -0.66774
C 0.05996 0.30646 0.33092
N -1.16970 0.00837 -0.27884
C -2.03603 -0.97097 0.43709
O 0.27931 0.51989 1.50053
H 2.58855 0.81987 0.79137
H 3.16967 0.57036 -0.70696
H 1.03092 -0.35951 -1.38967
H 1.01540 1.38086 -1.21122
H -1.82849 0.75334 -0.43605
H -1.42631 -1.78168 0.81194
H -2.69779 -1.39506 -0.32007
H -2.70020 -0.52718 1.16688

=====

2.
14
Properties=species:S:1:pos:R:3 method="wB97M-V/def2-TZVPD" total_energy_ha=-303.8450 e_lumo_ev=0.925 spin_multiplicity=1 max_force_ev_per_a=2.782 orbital_gap_ha=0.3752
C -0.70361 1.88923 -1.36782
N 0.04890 1.32937 -0.39916
C -0.43596 0.20133 0.44205
C 0.29297 -1.12968 0.07590
N 0.68727 -1.85417 1.27709
O -0.21833 2.66648 -2.17186
H -1.77437 1.67658 -1.36269
H 1.01434 1.54701 -0.30049
H -1.52077 0.23075 0.47596
H -0.06104 0.46441 1.43688
H -0.45547 -1.70073 -0.48019
H 1.15500 -0.78744 -0.48726
H 0.32100 -2.77395 1.38285
H 1.65006 -1.75920 1.47874

=====

3.
14
Properties=species:S:1:pos:R:3 method="wB97M-V/def2-TZVPD" total_energy_ha=-303.8349 e_lumo_ev=0.795 spin_multiplicity=1 max_force_ev_per_a=4.555 orbital_gap_ha=0.3634
C 0.24030 -0.22031 0.62261
N -0.42678 0.68834 -0.22282
C -1.01705 0.32841 -1.46544
N -0.38511 -0.81734 -1.97535
O -1.93917 0.96784 -1.82831
C 0.88484 0.37723 1.78883
H -0.50133 -0.93969 0.92914
H 0.84845 -0.74454 -0.09355
H -0.92649 1.57737 0.05053
H -0.63575 -1.72452 -2.23414
H 0.58839 -0.81257 -1.87807
H 0.15479 0.82604 2.39803
H 1.33073 -0.55166 2.20970
H 1.78417 1.04539 1.69883